Density functional theory data (wB97M-V/def2-TZVPD) for a molecular structure, C2I2N2O4 at a distorted geometry.

The calculation puts the highest occupied orbital energy (spin up / spin down) at -9.641 / -9.640 eV. The value obtained for the max |F| is 7.92 eV/Å. As for the charge: 0. The value obtained for the gap between HOMO and LUMO (spin up / spin down) is 6.8 / 6.8 eV.

Geometry as XYZ:
```
10
Properties=species:S:1:pos:R:3:forces:R:3:nbo_charge:R:1
C -0.3325 -0.0248 0.0625 -7.90 0.56 0.28 0.1110
C -2.1847 -0.0202 0.1206 6.35 -0.71 -0.32 -0.4946
N 0.3663 -1.2203 0.0109 0.46 0.00 0.04 0.4609
N 0.2203 1.2564 0.1149 0.53 -0.08 -0.06 0.4663
O 1.5240 -1.1893 0.3608 0.50 -0.25 0.12 -0.3478
O -0.4863 2.1466 0.5649 0.12 0.39 0.20 -0.4331
O -0.2372 -2.2192 -0.3523 -0.02 -0.30 -0.14 -0.4243
O 1.3336 1.4089 -0.3281 0.47 0.24 -0.16 -0.3437
I -3.2496 1.6923 0.1187 -0.19 -0.33 -0.01 0.5151
I -3.0722 -1.8459 0.1029 -0.32 0.47 0.05 0.4904
```
Positions in Å, forces in eV/Å.



Density functional theory data (wB97M-V/def2-TZVPD) for a molecular structure, C33H28Cl4N5O6Ru at a distorted geometry.

The calculation puts the highest occupied orbital energy (spin up / spin down) at -5.763 / -5.091 eV. The calculation puts the energy relative to the best compared isomer or geometry (same formula, charge and spin) at 255.8 kJ/mol. The value obtained for the max |F| is 2.57 eV/Å. As for the charge: 0. As for the multiplicity: 2. The value obtained for the gap between HOMO and LUMO (spin up / spin down) is 4.2 / 3.6 eV.

Geometry as XYZ:
```
77
Properties=species:S:1:pos:R:3:forces:R:3:lowdin_charge:R:1
Ru -0.3790 1.1748 -0.2503 -1.73 -0.68 1.78 0.9486
C -1.7736 -2.7245 1.9958 0.65 0.06 0.03 -0.0306
C -3.1309 -2.6278 1.8859 -0.65 0.13 -0.10 -0.0761
C -3.6856 -1.5335 1.2276 -0.54 -0.43 0.32 -0.0428
C -2.8429 -0.5868 0.6870 -0.94 0.65 -0.42 -0.2318
N -1.5233 -0.6689 0.7610 1.34 0.23 -0.32 0.0841
C -0.9837 -1.7110 1.4158 0.46 -0.15 0.13 -0.3234
C -3.3971 0.6465 0.0393 -0.27 -1.14 0.55 -0.2366
C -4.7137 0.7565 -0.3605 -0.72 -0.07 -0.16 -0.0196
C -5.1639 1.9481 -0.9162 -0.39 -0.59 0.04 -0.0602
C -4.2830 2.9933 -1.0496 0.25 0.38 -0.02 -0.0414
C -2.9778 2.7990 -0.6403 0.08 0.07 0.25 -0.1012
N -2.5506 1.6406 -0.1029 1.57 1.14 -1.07 0.0007
H -1.3107 -3.5627 2.5022 0.00 0.09 -0.05 0.1081
H -3.7669 -3.3957 2.3132 0.01 0.06 -0.05 0.1084
H -4.7612 -1.4229 1.1517 0.17 -0.04 0.03 0.0977
H 0.9390 -0.9401 1.1011 -0.05 -0.14 -0.01 0.0816
H -5.3801 -0.0950 -0.2797 0.05 0.14 -0.03 0.1032
H -6.1890 2.0429 -1.2601 0.09 -0.07 0.05 0.1091
H -4.5797 3.9346 -1.4997 0.10 -0.12 0.06 0.1160
H -2.2219 3.5557 -0.7811 -0.02 -0.03 0.02 0.1098
Cl 7.0150 1.6908 -1.8575 -0.16 -0.05 0.07 0.6282
C 5.4459 1.3321 -1.1705 0.28 -0.15 -0.02 -0.6710
C 5.2200 0.0936 -0.5779 0.23 -0.05 -0.07 -0.1385
C 3.9882 -0.1959 -0.0510 -0.30 0.11 0.10 -0.5567
Cl 3.7538 -1.7701 0.6510 -0.09 -0.05 0.08 0.7379
C 2.8871 0.7193 -0.0468 0.10 -0.17 -0.12 -0.3665
O 1.7346 0.4035 0.4417 0.17 0.32 -0.41 -0.2214
C 3.1933 1.9816 -0.6357 -0.09 0.00 0.02 -0.1182
C 2.2479 3.0946 -0.6613 0.73 -0.06 -0.70 -0.2223
O 1.1969 3.1518 -0.0870 -0.81 0.48 0.89 -0.0311
C 4.4387 2.2534 -1.2016 0.05 0.32 -0.12 -0.0793
H 6.0123 -0.6457 -0.5398 -0.09 0.05 -0.02 0.1042
H 2.5623 3.9521 -1.2885 0.14 -0.01 -0.01 0.1285
H 4.6077 3.2266 -1.6568 -0.04 -0.12 0.05 0.1139
O -1.8230 3.0835 -3.9368 0.51 -0.41 0.57 -0.0110
C -1.0732 2.3557 -3.2592 -0.21 0.23 0.00 -0.5995
O -0.7906 2.5168 -2.0166 0.28 -0.04 -0.94 -0.1893
C -0.4123 1.1715 -3.9553 0.03 0.10 -0.14 -0.1279
C 0.0243 0.0653 -3.2469 0.17 -0.22 -0.67 -0.0451
C 0.6669 -1.0149 -3.8723 -0.06 -0.03 0.30 0.0162
C 0.8481 -0.9179 -5.2243 0.23 -0.42 -0.11 -0.2246
O 1.4577 -1.8245 -6.0692 -0.03 0.06 -0.11 0.0160
C 1.3670 -1.2695 -7.3870 -0.25 0.32 0.61 -0.1374
O 0.7189 -0.0004 -7.2771 0.05 -0.07 -0.01 0.0173
C 0.4082 0.1694 -5.9389 -0.07 0.25 -0.41 -0.2035
C -0.2304 1.2271 -5.3470 -0.08 0.16 -0.03 0.0681
H -0.1613 0.0238 -2.1928 0.00 -0.12 0.56 0.0411
H 1.0057 -1.8841 -3.3148 -0.06 0.15 -0.06 0.1170
H 0.7792 -1.9274 -8.0223 -0.17 -0.12 -0.06 0.1278
H 2.3643 -1.1393 -7.7975 0.20 0.07 -0.01 0.1282
H -0.5902 2.0868 -5.9030 0.05 -0.13 0.07 0.1293
N -2.0555 0.8867 5.1248 0.37 0.19 -0.22 0.1970
C -1.0613 1.8126 4.4325 -0.05 -0.01 0.08 -0.1348
C -1.1232 1.4652 2.9574 0.11 -0.03 -0.23 -0.3057
N -0.0645 1.9677 2.1443 -0.01 -0.17 0.16 0.0089
H -2.1675 1.0716 6.1113 -0.01 0.10 0.39 0.1615
H -1.7393 -0.0750 5.0055 0.14 -0.22 -0.05 0.1463
H -2.9618 0.9572 4.6752 -0.31 0.05 -0.17 0.1637
H -0.0839 1.6011 4.8516 0.08 -0.05 0.11 0.0971
H -1.3373 2.8431 4.6406 -0.12 0.00 0.13 0.1312
H -2.0867 1.7896 2.5482 0.00 -0.02 -0.06 0.1192
H -1.0896 0.3763 2.8875 -0.07 -0.09 -0.07 0.0796
H 0.8390 1.5441 2.3092 0.08 -0.03 -0.17 0.0694
H 0.0021 2.9634 2.0187 -0.04 0.15 -0.10 0.0821
Cl 0.7087 -4.3362 0.1852 0.00 -0.02 -0.02 0.7524
C 1.2835 -3.9671 1.7687 0.04 0.04 -0.07 -0.6223
C 1.9807 -4.9313 2.4744 0.05 -0.19 -0.01 -0.0965
C 2.4729 -4.6365 3.7337 0.06 -0.08 0.07 -0.0706
C 2.2531 -3.3905 4.2981 -0.01 0.05 0.04 -0.1092
C 1.5378 -2.4470 3.5826 -0.10 -0.01 -0.24 -0.5560
Cl 1.2595 -0.8870 4.3411 -0.05 -0.13 -0.18 0.7091
C 1.0516 -2.6928 2.2905 -0.06 0.29 0.04 -0.3571
N 0.3811 -1.7097 1.5343 -0.17 0.04 0.29 0.0732
H 2.1441 -5.9042 2.0245 -0.01 0.12 0.04 0.1110
H 3.0354 -5.3850 4.2812 -0.06 0.08 -0.05 0.1124
H 2.6336 -3.1490 5.2814 -0.02 0.00 -0.03 0.1042
```
Positions in Å, forces in eV/Å.